No. 1
The following is a quantum chemistry calculation of an isolated ion of composition C2H8N4 and charge +2 at a distorted geometry, from the OMol25 dataset.

Gap between HOMO and LUMO: 11.42 eV
M: 88.11 g/mol
SMILES: [NH3+]NC1=N[C@H]1[NH3+]
HOMO level: -19.98 eV
Energy relative to the best compared isomer or geometry (same formula, charge and spin): 121.80 kcal per mole
E_LUMO: -8.558 eV

Structure (ORCA input):
```
! wB97M-V def2-TZVPD RIJCOSX def2/J DEFGRID3
* xyz 2 1
C -0.0154 -0.3831 -0.3935
C -1.5186 -0.3671 -0.5271
N -0.6034 -1.3582 0.1037
N 1.4226 0.5000 -0.2300
N -2.3004 0.3789 0.4978
N 2.4287 -0.3437 0.3916
H -2.1158 -0.5765 -1.5104
H 1.6729 0.9705 -1.1721
H -1.5690 0.6718 1.0846
H -3.0994 -0.2050 0.7642
H -2.6817 1.2093 0.1055
H 2.5533 -1.0371 -0.3592
H 2.2591 -0.9753 1.2266
H 3.2501 0.1830 0.6472
*
```

Results of the natural (NBO) charge analysis, in e, for atoms 1 through 6: number 1, C, carries 0.3601; number 2, C, carries 0.0196; number 3, N, carries -0.2863; number 4, N, carries -0.4398; number 5, N, carries -0.6798; number 6, N, carries -0.5426

No. 2
The following is a quantum chemistry calculation of an isolated ion of composition C4H5N2O and charge +1 at a distorted geometry, from the OMol25 dataset.

Gap between HOMO and LUMO: 10.16 eV
M: 97.10 g/mol
HOMO level: -15.71 eV
Energy relative to the best compared isomer or geometry (same formula, charge and spin): 59.60 kcal per mole
E_LUMO: -5.552 eV

Structure (ORCA input):
```
! wB97M-V def2-TZVPD RIJCOSX def2/J DEFGRID3
* xyz 1 1
C 0.6225 -1.8464 -1.2432
C 1.1852 0.2314 -3.0159
C 0.5583 0.7312 -0.5425
C -0.3592 -0.1999 0.1395
N 0.9640 0.0817 -1.8186
N -0.0675 -1.5835 -0.2362
O 1.5490 0.1961 -4.1019
H 0.2397 1.8270 -0.7671
H 1.4639 0.8504 0.1760
H -0.0537 -0.1622 1.2119
H -1.3963 0.2211 -0.0424
H -0.2594 -2.3929 0.3748
*
```

Results of the natural (NBO) charge analysis, in e, for atoms 1 through 6: number 1, C, carries 0.5730; number 2, C, carries 0.9492; number 3, C, carries -0.2348; number 4, C, carries -0.2643; number 5, N, carries -0.5799; number 6, N, carries -0.6518

No. 3
The following is a quantum chemistry calculation of a single C4H11NS molecule at a distorted geometry, from the OMol25 dataset.

Gap between HOMO and LUMO: 9.82 eV
M: 105.21 g/mol
SMILES: CNCCCS
HOMO level: -8.84 eV
Energy relative to the best compared isomer or geometry (same formula, charge and spin): 15.02 kcal per mole
E_LUMO: 0.980 eV

Structure (ORCA input):
```
! wB97M-V def2-TZVPD RIJCOSX def2/J DEFGRID3
* xyz 0 1
C -0.0494 -0.3914 1.0001
C -0.9963 -1.0619 -0.0018
S -2.6088 -0.2086 -0.1962
C 1.4154 -0.3008 0.4580
N 1.6641 1.0183 -0.1076
C 2.9885 1.1869 -0.6304
H -0.0340 -0.9174 1.9500
H -0.3530 0.6535 1.1239
H -0.5811 -1.0494 -1.0014
H -1.1763 -2.0906 0.2937
H -3.3877 -1.1346 0.3743
H 1.6022 -1.0876 -0.2800
H 2.0764 -0.4376 1.3072
H 0.9468 1.2271 -0.7916
H 3.6991 0.8742 0.1325
H 3.2438 0.6031 -1.5340
H 3.1630 2.2261 -0.8926
*
```

Results of the natural (NBO) charge analysis, in e, for atoms 1 through 6: number 1, C, carries -0.4278; number 2, C, carries -0.5093; number 3, S, carries -0.0618; number 4, C, carries -0.2087; number 5, N, carries -0.6242; number 6, C, carries -0.4078

No. 4
The following is a quantum chemistry calculation of C26H21N7O8S2SnTe as an isolated structure, from the OMol25 dataset.

Gap between HOMO and LUMO: 5.19 eV
M: 869.94 g/mol
HOMO level: -1.63 eV
Energy relative to the best compared isomer or geometry (same formula, charge and spin): 21.19 kcal per mole
E_LUMO: 3.568 eV

Structure (ORCA input):
```
! wB97M-V def2-TZVPD RIJCOSX def2/J DEFGRID3
* xyz -2 1
Sn -0.7629 -0.6058 -0.6116
N 3.3227 -1.0051 0.6764
C 2.9658 -1.0296 -0.6138
N 2.6100 0.1701 -1.0144
C 2.7373 0.9074 0.1223
N 3.1708 0.2297 1.1698
C 2.2790 2.2981 0.2660
C 2.4009 2.9519 1.4959
N 1.9425 4.1791 1.6941
C 1.3224 4.7421 0.6596
C 1.1990 4.0956 -0.5573
N 1.6907 2.8817 -0.7716
H 3.3900 -1.7914 1.3049
H 2.9298 -1.9377 -1.1958
H 2.8710 2.4449 2.3298
H 0.9098 5.7341 0.8047
H 0.6794 4.5693 -1.3830
C -3.7382 -0.1143 6.6296
C -3.4521 0.4165 5.2499
C -3.4778 1.7880 4.9948
C -3.1815 2.2829 3.7357
C -2.8326 1.4122 2.7107
C -2.8253 0.0476 2.9430
C -3.1375 -0.4428 4.2045
S -2.3413 2.0896 1.1242
O -3.2828 3.1730 0.9064
O -0.9486 2.4675 1.2612
N -2.4652 0.9411 0.0710
C -3.8253 0.5100 -0.2193
C -3.8637 -0.8636 -0.8852
O -4.9297 -1.2838 -1.3122
O -2.7345 -1.4849 -0.9538
H -4.5719 0.4152 7.0948
H -2.8713 0.0008 7.2854
H -3.9823 -1.1768 6.5964
H -3.7320 2.4757 5.7954
H -3.2151 3.3464 3.5338
H -2.5785 -0.6422 2.1459
H -3.1225 -1.5142 4.3720
H -4.3347 1.2043 -0.8922
H -4.4526 0.4373 0.6786
O 1.3538 -2.1503 2.4246
C 0.6937 -1.1143 2.4149
O 0.2585 -0.4882 1.3820
C 0.4254 -0.4554 3.7519
C 0.1054 0.8943 3.8231
C -0.1254 1.4888 5.0534
C -0.0417 0.7042 6.1915
C 0.2783 -0.6454 6.1470
C 0.5231 -1.2171 4.9123
N -0.3282 1.3149 7.4929
O -0.3064 0.6018 8.4838
O -0.5980 2.5001 7.5311
H -0.0010 1.4650 2.9082
H -0.3898 2.5328 5.1292
H 0.3275 -1.2173 7.0613
H 0.7923 -2.2605 4.8167
Te -0.7551 -3.7972 -0.3659
C 0.9550 -4.9825 0.0703
C 0.9854 -6.3500 -0.0640
C 2.2502 -6.9419 0.2054
C 3.1959 -6.0183 0.5390
S 2.5141 -4.4444 0.5573
H 0.1114 -6.9101 -0.3698
H 2.4447 -8.0058 0.1567
H 4.2261 -6.1919 0.8106
*
```

Results of the natural (NBO) charge analysis, in e, for atoms 1 through 6: number 1, Sn, carries 1.3350; number 2, N, carries -0.3434; number 3, C, carries 0.1837; number 4, N, carries -0.4623; number 5, C, carries 0.2617; number 6, N, carries -0.2777

No. 5
The following is a quantum chemistry calculation of a 2-piece molecular cluster, C7H15NO3S overall at a distorted geometry, from the OMol25 dataset.

Gap between HOMO and LUMO (spin up / spin down): 4.75 / 7.68 eV
M: 193.27 g/mol
HOMO level (spin up / spin down): -3.98 / -9.89 eV
Energy relative to the best compared isomer or geometry (same formula, charge and spin): 0.00 kcal per mole
E_LUMO (spin up / spin down): 0.773 / -2.214 eV

Structure (ORCA input):
```
! wB97M-V def2-TZVPD RIJCOSX def2/J DEFGRID3
* xyz 0 3
C 1.8483 1.3321 -1.4825
C 0.4045 1.7463 -1.0735
C 2.5869 0.7195 -0.3803
C -0.2778 0.6015 -0.4687
C 1.7036 -0.3802 0.2044
C -3.6702 -2.4869 -0.2675
C -0.1869 -0.2131 1.8025
N 0.4383 0.0733 0.7010
O -1.3517 0.0411 2.0392
O -1.0756 -3.1439 -0.0254
O -2.4117 -2.3669 1.8963
S -1.9460 -2.0993 0.3685
H 1.8196 0.7142 -2.3936
H 2.4787 2.1893 -1.9364
H 0.5421 2.6497 -0.4434
H -0.0812 2.3607 -1.9041
H 3.4973 0.1822 -0.5611
H 2.8108 1.5195 0.3850
H -1.2904 0.8778 -0.0491
H -0.3801 -0.3231 -1.0792
H 1.4221 -1.1197 -0.6042
H 2.2245 -1.1051 0.8759
H -4.3172 -3.2172 0.2988
H -4.3707 -1.7092 -0.2125
H -3.5214 -2.8993 -1.2351
H 0.5525 -0.6123 2.5430
H -2.1830 -1.4622 2.3537
*
```

Results of the natural (NBO) charge analysis, in e, for atoms 1 through 6: number 1, C, carries -0.4071; number 2, C, carries -0.4393; number 3, C, carries -0.4215; number 4, C, carries -0.2691; number 5, C, carries -0.2194; number 6, C, carries -0.8601

No. 6
The following is a quantum chemistry calculation of a 6-piece molecular cluster, C15H22Cl10FN4 overall at a distorted geometry, from the OMol25 dataset.

Gap between HOMO and LUMO: 9.27 eV
M: 631.90 g/mol
HOMO level: -12.20 eV
E_LUMO: -2.935 eV

Structure (ORCA input):
```
! wB97M-V def2-TZVPD RIJCOSX def2/J DEFGRID3
* xyz 1 1
F -1.6063 -2.3287 0.7004
N -1.0169 -2.5652 -0.4883
C -0.7302 -1.5208 -1.2662
N -0.1344 -1.5409 -2.4598
C -0.0945 -0.2608 -2.8201
N -0.6478 0.5409 -1.9248
C -0.8585 1.9781 -1.8862
C -0.0351 2.6963 -0.7694
C 1.0694 1.8242 -0.2102
C 2.1659 1.4636 -0.9913
C 3.1314 0.6817 -0.4210
C 3.0324 0.2547 0.8961
C 1.9531 0.5661 1.7173
C 0.9231 1.3997 1.1083
N -1.0410 -0.2672 -0.9095
H -0.7962 -3.5066 -0.7898
H 0.3308 0.1057 -3.7432
H -1.9170 2.1299 -1.6618
H -0.6892 2.4446 -2.8513
H -0.7205 3.0040 0.0195
H 0.3695 3.6272 -1.1697
H 2.2310 1.8028 -2.0200
H 4.0108 0.4040 -0.9913
H 3.8204 -0.3580 1.3170
H 1.9048 0.2028 2.7184
H 0.0645 1.6984 1.6692
H -1.4720 0.0652 -0.0594
C -1.9062 2.0652 -5.9219
Cl -0.1747 2.0598 -5.5291
Cl -2.7372 3.4151 -5.1483
H -2.0144 2.1504 -6.9965
H -2.3452 1.1379 -5.5724
C -0.3190 1.4968 5.2653
Cl -1.3250 0.0436 5.2390
Cl 0.5923 1.6664 3.7460
H -0.9580 2.3632 5.3911
H 0.3817 1.4274 6.0895
C 2.1419 -3.7102 -3.5044
Cl 1.9295 -4.6310 -4.9958
Cl 3.8400 -3.3083 -3.2170
H 1.5766 -2.7912 -3.5788
H 1.7796 -4.3054 -2.6731
C -3.5031 -4.7719 -1.5474
Cl -4.9886 -5.6411 -1.9061
Cl -2.1433 -5.3610 -2.5264
H -3.6544 -3.7197 -1.7637
H -3.2626 -4.9113 -0.4986
C 0.7747 2.2506 9.5050
Cl -0.2425 0.8080 9.4627
Cl 1.6970 2.4382 8.0046
H 0.1420 3.1207 9.6331
H 1.4715 2.1661 10.3303
*
```

Results of the natural (NBO) charge analysis, in e, for atoms 1 through 6: number 1, F, carries -0.1590; number 2, N, carries -0.1778; number 3, C, carries 0.5289; number 4, N, carries -0.4833; number 5, C, carries 0.2869; number 6, N, carries -0.1326